Entry from the Open Molecules 2025 dataset: C35H33N4S2ScSe2 as an isolated structure (the ωB97M-V functional and the def2-TZVPD basis).

- multiplicity = 2
- LUMO energy (alpha / beta) (Eh) = -0.095 / -0.095
- charge = +1
- E_HOMO (alpha / beta) (eV) = -8.500 / -9.718

Each line ends with the Mulliken spin population.
CARTESIAN COORDINATES (ANGSTROEM)
Sc (-0.70732, -0.57978, 0.02053)  0.172
C (-4.17443, 2.34372, -0.29225)  0.000
C (-3.35892, 1.26014, 0.07106)  0.006
N (-2.26854, 0.93571, -0.59270)  0.010
C (-1.89696, 1.67069, -1.68648)  0.003
C (-2.65106, 2.77797, -2.10831)  0.001
C (-3.81282, 3.09804, -1.37257)  0.000
C (-2.25000, 3.49443, -3.26433)  0.000
C (-1.16248, 3.05981, -3.95926)  0.000
C (-0.41989, 1.92420, -3.55718)  -0.001
C (-0.75213, 1.20962, -2.42797)  -0.010
N (-0.17926, 0.05275, -1.92237)  -0.002
C (0.43306, -0.92010, -2.70552)  -0.010
C (1.32904, -0.74850, -3.73500)  0.000
C (1.78204, -1.84647, -4.50798)  0.000
C (1.35945, -3.11772, -4.25925)  0.000
C (0.48092, -3.35198, -3.17040)  -0.001
C (0.02582, -4.63968, -2.81061)  -0.001
C (-0.78969, -4.80038, -1.72684)  0.011
C (-1.14186, -3.66808, -0.97481)  -0.009
N (-0.74424, -2.45339, -1.28891)  0.017
C (0.05267, -2.26998, -2.38701)  0.004
H (-5.06452, 2.55854, 0.28025)  0.000
H (-3.59855, 0.64387, 0.93056)  0.005
H (-4.41429, 3.94312, -1.68334)  0.000
H (-2.81809, 4.35714, -3.58229)  0.000
H (-0.85188, 3.58584, -4.85182)  0.000
H (0.41491, 1.62516, -4.16840)  0.000
H (1.71546, 0.23379, -3.95648)  0.000
H (2.46963, -1.65737, -5.32107)  0.000
H (1.69021, -3.95061, -4.86372)  0.000
H (0.33530, -5.49200, -3.40142)  0.000
H (-1.15505, -5.77214, -1.42930)  0.000
H (-1.75331, -3.75552, -0.08379)  -0.004
C (-0.54824, 3.54909, 0.66576)  0.000
Se (0.11958, 1.95388, 1.54586)  0.004
C (-1.12556, 2.01165, 3.04576)  0.014
C (-0.47445, 1.57590, 4.33464)  0.002
Se (0.55588, -0.07374, 4.18968)  -0.003
C (2.31877, 0.73597, 4.30288)  0.001
H (-1.61723, 3.46431, 0.48254)  0.001
H (-0.02083, 3.65236, -0.27962)  0.000
H (-0.33446, 4.40726, 1.29846)  0.000
H (-1.98167, 1.38375, 2.79524)  0.002
H (-1.45198, 3.05148, 3.11727)  0.001
H (-1.24552, 1.40908, 5.08879)  0.003
H (0.20749, 2.33775, 4.71086)  0.000
H (2.45675, 1.21136, 5.27073)  0.000
H (2.45558, 1.45424, 3.49682)  0.000
H (3.03598, -0.07387, 4.19523)  0.000
N (1.32238, -1.28274, 0.57261)  0.003
S (1.38827, -2.77715, 1.14561)  -0.015
C (2.48062, -2.83518, 2.54912)  0.010
C (1.93031, -3.21634, 3.76164)  -0.007
C (2.74888, -3.27541, 4.88356)  0.000
C (4.09210, -2.95327, 4.77661)  0.000
C (4.63263, -2.57391, 3.55062)  0.000
C (3.82795, -2.51591, 2.42682)  -0.001
C (2.31908, -3.77954, -0.00306)  -0.001
C (2.40094, -5.14400, 0.25171)  -0.002
C (3.11195, -5.94552, -0.62237)  0.000
C (3.72882, -5.38554, -1.73779)  0.000
C (3.62487, -4.02774, -1.98590)  0.000
C (2.90844, -3.21144, -1.11705)  -0.001
H (2.24031, -0.86646, 0.44212)  0.001
H (0.87487, -3.44707, 3.83306)  0.003
H (2.33114, -3.56536, 5.83678)  0.000
H (4.72643, -2.99858, 5.65043)  0.000
H (5.68354, -2.33243, 3.47223)  0.000
H (4.25011, -2.24932, 1.46598)  0.000
H (1.92395, -5.57042, 1.12428)  0.000
H (3.18662, -7.00762, -0.43733)  0.000
H (4.28711, -6.01557, -2.41544)  0.000
H (4.08905, -3.59601, -2.86175)  0.000
H (2.78216, -2.15912, -1.33291)  0.001
S (-2.56151, -1.95688, 3.00508)  0.297
C (-1.82799, -1.34883, 1.77730)  0.493

=====

Entry from the Open Molecules 2025 dataset: one molecule with the formula C3H6N2O (the ωB97M-V functional and the def2-TZVPD basis).

- LUMO energy (Eh) = -0.008
- relative energy (zero: lowest compared OMol25 entry of this formula, charge and spin) (kJ/mol) = 248.7
- E_HOMO (eV) = -9.535

Each line ends with the natural charge from an NBO analysis.
CARTESIAN COORDINATES (ANGSTROEM)
H (-0.48139, -0.87313, -1.71814)  0.378
N (-1.44013, -0.74163, -1.26045)  -0.526
C (-0.87802, 0.01588, -0.41060)  0.257
C (-1.51204, 0.74737, 0.73908)  0.371
O (-0.84404, 1.45650, 1.45663)  -0.489
N (0.53248, 0.12928, -0.65799)  -0.701
C (1.43226, -0.46885, 0.30694)  -0.412
H (-2.59985, 0.61562, 0.89436)  0.142
H (0.80757, 1.04651, -0.97375)  0.384
H (1.01396, -1.42777, 0.63737)  0.199
H (1.58200, 0.17790, 1.17256)  0.193
H (2.38720, -0.67767, -0.18599)  0.204

=====

Entry from the Open Molecules 2025 dataset: one molecule with the formula C4H4N2O (the ωB97M-V functional and the def2-TZVPD basis).

- LUMO energy (Eh) = -0.003
- relative energy (zero: lowest compared OMol25 entry of this formula, charge and spin) (kJ/mol) = 528.2
- E_HOMO (eV) = -9.473

Each line ends with the natural charge from an NBO analysis.
CARTESIAN COORDINATES (ANGSTROEM)
C (0.82138, -0.39193, 0.91038)  -0.388
C (-0.48456, -0.30234, 1.01250)  0.095
N (-1.43521, -0.36770, 0.06661)  -0.461
C (-1.36075, 0.51772, -0.84401)  0.432
O (-0.23009, 1.27720, -1.14868)  -0.409
N (0.80537, 0.33233, -1.31287)  -0.141
C (1.31139, -0.19631, -0.24006)  0.052
H (1.14938, -0.43350, 1.96288)  0.254
H (-0.92619, -0.42349, 1.87079)  0.180
H (-2.07958, 0.60135, -1.64003)  0.175
H (2.42887, -0.61334, -0.63750)  0.211

=====

Entry from the Open Molecules 2025 dataset: one molecule with the formula C20H23FN2O2S (the ωB97M-V functional and the def2-TZVPD basis).

- LUMO energy (Eh) = 0.016
- relative energy (zero: lowest compared OMol25 entry of this formula, charge and spin) (kJ/mol) = 93.5
- E_HOMO (eV) = -7.838

Each line ends with the natural charge from an NBO analysis.
CARTESIAN COORDINATES (ANGSTROEM)
C (-0.93135, -2.16903, 3.09387)  -0.644
C (-0.33617, -0.86987, 2.68682)  -0.184
C (0.94462, -0.59278, 2.34719)  -0.245
C (1.15997, 0.77100, 1.98030)  -0.263
C (2.43089, 1.36394, 1.57138)  0.581
O (2.52459, 2.52602, 1.21423)  -0.575
C (3.66340, 0.47625, 1.56874)  -0.487
C (3.90821, -0.10387, 0.16356)  -0.484
C (2.93130, -1.22236, -0.15195)  0.695
O (3.08096, -2.33034, 0.33395)  -0.649
N (1.91253, -0.95767, -1.00428)  -0.445
C (1.56504, 0.35666, -1.50846)  -0.209
C (0.25353, 0.32224, -2.29715)  -0.218
N (-0.79496, -0.30161, -1.52857)  -0.429
C (-2.11399, 0.04202, -1.70880)  0.106
C (-2.53887, 0.86197, -2.76458)  -0.215
C (-3.85917, 1.23846, -2.91516)  -0.217
C (-4.82750, 0.80376, -2.02862)  -0.240
C (-4.44792, -0.01765, -0.98202)  -0.256
C (-3.12677, -0.37920, -0.83225)  0.344
F (-2.83620, -1.17305, 0.23659)  -0.341
C (-0.43969, -1.55208, -0.87510)  -0.216
C (0.95241, -1.99996, -1.29756)  -0.240
C (-0.00339, 1.51353, 2.05465)  -0.077
C (-0.19942, 2.95011, 1.74555)  -0.648
S (-1.33284, 0.55496, 2.57664)  0.460
H (-1.27884, -2.12747, 4.12611)  0.224
H (-0.19008, -2.95948, 3.00404)  0.230
H (-1.78606, -2.40700, 2.46178)  0.229
H (1.70635, -1.35060, 2.33369)  0.241
H (3.58994, -0.33287, 2.29240)  0.225
H (4.51504, 1.10960, 1.82610)  0.238
H (3.88292, 0.69696, -0.57287)  0.219
H (4.90161, -0.55795, 0.15749)  0.245
H (2.35111, 0.73279, -2.17483)  0.201
H (1.45351, 1.05801, -0.67646)  0.212
H (-0.02341, 1.35862, -2.49928)  0.223
H (0.40961, -0.18364, -3.26255)  0.179
H (-1.82480, 1.19912, -3.49806)  0.205
H (-4.13223, 1.87102, -3.74645)  0.213
H (-5.85896, 1.09339, -2.14745)  0.216
H (-5.16436, -0.38143, -0.26217)  0.228
H (-0.44595, -1.42374, 0.21247)  0.215
H (-1.16233, -2.33279, -1.13567)  0.203
H (0.98092, -2.24407, -2.36481)  0.191
H (1.24749, -2.88356, -0.72878)  0.262
H (0.53405, 3.55329, 2.27968)  0.248
H (-1.20414, 3.26701, 2.01452)  0.215
H (-0.04060, 3.13334, 0.68215)  0.236

=====

Entry from the Open Molecules 2025 dataset: one molecule with the formula C21H27NO3 (the ωB97M-V functional and the def2-TZVPD basis).

- LUMO energy (Eh) = 0.027
- relative energy (zero: lowest compared OMol25 entry of this formula, charge and spin) (kJ/mol) = 272.9
- E_HOMO (eV) = -7.829

Each line ends with the natural charge from an NBO analysis.
CARTESIAN COORDINATES (ANGSTROEM)
C (6.73928, -3.54337, 0.73014)  -0.625
C (5.25675, -3.52645, 0.51028)  -0.020
C (4.37787, -3.99100, 1.47809)  -0.231
C (3.01056, -3.95860, 1.27116)  -0.131
C (2.48188, -3.45507, 0.09070)  -0.046
C (0.99841, -3.37437, -0.11780)  -0.433
C (0.38210, -2.11026, 0.53844)  0.271
O (0.60915, -2.12164, 1.93439)  -0.729
C (-1.12687, -2.06736, 0.23637)  -0.441
C (-1.73495, -0.76948, 0.78733)  -0.213
N (-1.11049, 0.41886, 0.25370)  -0.453
C (-1.45439, 0.75029, -1.11473)  -0.235
C (-1.75917, 2.24769, -1.23871)  -0.067
O (-3.06055, 2.45971, -0.73925)  -0.519
C (-3.53303, 3.73492, -0.65831)  0.358
C (-2.85494, 4.87182, -1.08548)  -0.307
C (-3.43922, 6.12003, -0.96445)  -0.240
C (-4.70743, 6.25735, -0.41845)  0.266
O (-5.24500, 7.50905, -0.32105)  -0.669
C (-5.38813, 5.12278, 0.00892)  -0.263
C (-4.80713, 3.87777, -0.10971)  -0.260
C (0.31087, 0.41151, 0.53153)  -0.215
C (1.03480, -0.83321, -0.00254)  -0.451
C (3.36225, -2.99507, -0.88161)  -0.198
C (4.72756, -3.03139, -0.67574)  -0.214
H (7.25206, -3.95231, -0.13885)  0.217
H (7.10651, -2.52877, 0.88642)  0.219
H (6.99731, -4.13856, 1.60251)  0.214
H (4.76644, -4.38563, 2.40641)  0.206
H (2.34965, -4.33113, 2.04013)  0.195
H (0.77196, -3.35696, -1.18505)  0.214
H (0.51350, -4.25290, 0.31868)  0.205
H (0.18568, -2.90277, 2.30705)  0.464
H (-1.27944, -2.11704, -0.84326)  0.203
H (-1.62251, -2.92996, 0.68985)  0.202
H (-2.80579, -0.72932, 0.57843)  0.202
H (-1.59454, -0.74717, 1.87213)  0.203
H (-2.35599, 0.21018, -1.40986)  0.210
H (-0.65479, 0.49996, -1.82549)  0.177
H (-1.70358, 2.55653, -2.29316)  0.167
H (-1.02681, 2.82059, -0.65665)  0.178
H (-1.86924, 4.80168, -1.51697)  0.219
H (-2.91703, 7.00397, -1.29423)  0.221
H (-6.12139, 7.45139, 0.07715)  0.476
H (-6.37762, 5.21667, 0.43702)  0.205
H (-5.32652, 2.99224, 0.21995)  0.222
H (0.75971, 1.31172, 0.10639)  0.195
H (0.43447, 0.44211, 1.61664)  0.211
H (1.00146, -0.85274, -1.09297)  0.200
H (2.07727, -0.80770, 0.31342)  0.232
H (2.97384, -2.60815, -1.81330)  0.205
H (5.39523, -2.67039, -1.44560)  0.207

=====

Entry from the Open Molecules 2025 dataset: C21H45N2OP3RuS as an isolated structure (the ωB97M-V functional and the def2-TZVPD basis).

- multiplicity = 5
- LUMO energy (alpha / beta) (Eh) = -0.457 / -0.576
- charge = +4
- relative energy (zero: lowest compared OMol25 entry of this formula, charge and spin) (kJ/mol) = 241.3
- E_HOMO (alpha / beta) (eV) = -18.221 / -20.600

Each line ends with the Mulliken spin population.
CARTESIAN COORDINATES (ANGSTROEM)
Ru (0.12477, -0.26580, 0.09564)  1.436
P (-1.62712, -1.56644, 0.14066)  -0.045
P (1.27014, -0.78402, 1.84395)  0.006
P (1.32383, -1.66055, -1.32190)  -0.037
H (-1.15652, 3.58187, -0.71612)  0.053
C (-1.21180, 2.98352, -1.63014)  0.237
C (-2.15533, 2.07050, -1.86454)  0.335
H (-2.55148, 1.32792, -1.18690)  0.117
C (-3.12864, -0.87332, 0.90998)  0.033
C (-1.43301, -3.11708, 1.08005)  0.027
C (-2.30598, -2.13206, -1.46979)  0.054
C (2.56378, 0.47667, 1.99793)  0.005
C (0.35697, -0.81101, 3.40926)  0.034
C (2.22961, -2.32717, 2.04252)  0.027
C (0.94546, -1.79130, -3.09176)  0.068
C (1.61447, -3.44131, -0.96225)  0.023
C (3.02097, -0.92594, -1.29756)  0.020
H (-0.64806, 3.39749, -2.47567)  0.079
H (-2.72329, 2.17675, -2.79433)  0.034
H (-3.34359, 0.09702, 0.44657)  0.001
H (-2.97061, -0.74121, 1.98866)  0.003
H (-3.98260, -1.55129, 0.75626)  -0.002
H (-1.33150, -2.89070, 2.14616)  0.002
H (-0.55262, -3.66617, 0.74047)  -0.004
H (-2.32072, -3.74430, 0.92950)  0.000
H (-2.46028, -1.25811, -2.12018)  -0.005
H (-3.26550, -2.65280, -1.32323)  0.002
H (-1.59344, -2.81838, -1.94481)  -0.003
H (2.96924, 0.42810, 3.01264)  0.010
H (2.16833, 1.47762, 1.79871)  -0.005
H (3.35583, 0.28131, 1.26843)  -0.005
H (0.81457, -1.55155, 4.07167)  -0.001
H (-0.68633, -1.09664, 3.24817)  -0.003
H (0.39604, 0.17142, 3.88407)  0.006
H (3.09086, -2.35040, 1.36842)  0.003
H (1.59202, -3.19806, 1.86087)  -0.004
H (2.58780, -2.37149, 3.07735)  0.002
H (1.32970, -2.72435, -3.50499)  -0.001
H (1.40406, -0.98415, -3.66426)  0.001
H (-0.13118, -1.76875, -3.24882)  -0.020
H (1.99718, -3.91861, -1.87238)  -0.001
H (0.67165, -3.92632, -0.69703)  -0.003
H (2.34286, -3.60089, -0.16418)  0.000
H (3.55126, -1.16878, -2.23020)  0.000
H (3.62111, -1.30879, -0.45654)  -0.001
H (2.91975, 0.16779, -1.21856)  0.004
C (-0.22690, 1.01819, -4.01954)  0.182
C (0.87713, 1.68631, -3.42783)  0.106
C (1.93678, 1.98872, -4.29527)  0.177
C (1.86639, 1.57249, -5.63635)  0.263
C (0.74625, 0.91704, -6.17561)  0.068
C (-0.35066, 0.68822, -5.36810)  0.104
O (-1.28861, 0.46367, -3.32150)  0.151
H (-0.94780, 0.27619, -2.44770)  0.146
H (0.85862, 2.00196, -2.37478)  0.002
H (2.79699, 2.57754, -3.94272)  0.001
H (2.69020, 1.79412, -6.31366)  -0.009
H (0.66828, 0.57491, -7.20797)  0.004
H (-1.29872, 0.21461, -5.63316)  -0.003
S (-0.65423, 1.78516, 0.76610)  0.240
C (-0.89741, 2.08409, 2.43385)  0.047
N (-2.03974, 1.78086, 3.06621)  0.014
C (-2.04347, 1.59826, 4.52896)  0.003
C (-1.27658, 2.75613, 5.16298)  0.001
C (0.08427, 2.96922, 4.54696)  0.001
N (0.13056, 2.57946, 3.13891)  0.013
H (-2.74972, 1.29227, 2.51922)  0.001
H (-1.62376, 0.60444, 4.79464)  0.001
H (-3.09192, 1.62357, 4.84901)  0.000
H (-1.14930, 2.54583, 6.23362)  0.000
H (-1.86730, 3.67597, 5.01525)  0.000
H (0.85920, 2.39207, 5.05774)  0.000
H (0.38638, 4.01789, 4.61243)  0.001
H (0.92240, 2.87059, 2.57649)  0.003

=====

Entry from the Open Molecules 2025 dataset: one molecule with the formula CH3FINS (the ωB97M-V functional and the def2-TZVPD basis).

- LUMO energy (Eh) = -0.035
- relative energy (zero: lowest compared OMol25 entry of this formula, charge and spin) (kJ/mol) = 69.8
- E_HOMO (eV) = -9.765

Each line ends with the natural charge from an NBO analysis.
CARTESIAN COORDINATES (ANGSTROEM)
C (-0.14821, -0.14966, 0.14425)  -0.446
N (-0.98173, -1.07705, 0.76269)  -0.725
F (-2.71934, -2.10896, -1.01747)  -0.568
S (-2.52842, -1.46467, 0.62945)  1.150
I (-3.71388, 0.53924, 0.00490)  -0.053
H (0.49462, 0.48480, 0.94242)  0.217
H (-0.66706, 0.60234, -0.34581)  0.197
H (0.40443, -0.75660, -0.65279)  0.228

=====

Summary of calculated total energy in Eh
-7932.37902; -302.59839; -339.38050; -1533.98247; -1096.88278; -2527.41143; -890.32463
(order as listed above)
Summary of strongest force on any atom in hartree/bohr
0.0116; 0.0452; 0.2484; 0.0166; 0.0187; 0.0662; 0.1260
(order as listed above)